No. 1
{"formula": "C34H53BrCdN2P2", "method": "ωB97M-V/def2-TZVPD", "elements": ["N", "C", "C", "C", "C", "C", "C", "Cd", "P", "C", "C", "C", "C", "C", "C", "C", "Br", "H", "H", "H", "H", "H", "H", "H", "H", "H", "H", "P", "C", "C", "H", "H", "H", "H", "H", "C", "C", "H", "H", "H", "H", "H", "C", "C", "H", "H", "H", "H", "H", "C", "C", "H", "H", "H", "H", "H", "C", "C", "H", "H", "H", "H", "H", "C", "C", "H", "H", "H", "H", "H", "C", "N", "C", "C", "C", "C", "C", "C", "C", "C", "H", "H", "H", "H", "H", "H", "H", "H", "H", "H", "H", "H", "H"], "positions_angstrom": [[3.030, -6.748, 1.947], [1.738, -6.731, 2.279], [0.789, -6.022, 1.530], [1.196, -5.234, 0.415], [2.590, -5.300, 0.103], [3.453, -6.086, 0.875], [0.281, -4.391, -0.317], [-1.021, -3.065, -2.210], [-2.479, -0.369, -3.935], [0.776, -3.426, -1.260], [1.196, -2.073, -0.804], [1.371, -1.094, -1.791], [1.447, 0.248, -1.470], [1.690, 0.634, -0.140], [1.646, -0.365, 0.869], [1.401, -1.688, 0.536], [-0.950, 1.156, 0.560], [-0.783, -4.485, -0.060], [1.390, -3.837, -2.072], [-0.251, -6.040, 1.848], [3.010, -4.711, -0.708], [1.456, -7.288, 3.181], [4.517, -6.147, 0.609], [1.409, -1.437, -2.831], [1.382, -2.450, 1.319], [1.382, 0.973, -2.279], [1.767, -0.080, 1.921], [2.722, 2.109, 0.126], [-2.786, -1.868, -2.955], [-4.255, -2.277, -2.730], [-2.367, -1.595, -1.957], [-2.311, -2.674, -3.632], [-4.337, -3.124, -2.032], [-4.816, -1.436, -2.306], [-4.742, -2.583, -3.669], [-0.775, -0.373, -4.571], [-0.560, 0.741, -5.602], [-0.600, -1.349, -5.047], [-0.085, -0.273, -3.722], [0.447, 0.681, -6.022], [-1.262, 0.646, -6.436], [-0.674, 1.744, -5.180], [-2.405, 1.123, -2.813], [-3.350, 2.253, -3.214], [-1.369, 1.492, -2.821], [-2.622, 0.769, -1.795], [-3.159, 3.143, -2.605], [-3.228, 2.551, -4.261], [-4.397, 1.980, -3.058], [1.748, 3.367, 0.955], [2.435, 4.726, 1.095], [1.459, 2.973, 1.940], [0.816, 3.462, 0.378], [3.215, 4.714, 1.866], [2.890, 5.059, 0.154], [1.696, 5.484, 1.384], [3.267, 2.677, -1.495], [4.210, 1.753, -2.285], [3.749, 3.652, -1.317], [2.348, 2.865, -2.074], [5.171, 1.610, -1.771], [3.766, 0.766, -2.479], [4.414, 2.222, -3.257], [4.188, 1.647, 1.073], [4.020, 1.588, 2.598], [4.967, 2.372, 0.779], [4.508, 0.663, 0.691], [4.130, 0.551, 2.944], [4.803, 2.183, 3.089], [3.046, 1.965, 2.942], [-3.719, 2.764, 3.087], [-2.237, 2.845, 2.883], [-1.689, 4.208, 3.127], [-1.532, 1.784, 3.707], [-2.015, 0.433, 3.243], [-2.680, -0.417, 4.139], [-3.162, -1.659, 3.716], [-2.998, -2.069, 2.392], [-2.357, -1.211, 1.485], [-1.876, 0.018, 1.918], [-3.926, 2.855, 4.159], [-4.085, 1.795, 2.721], [-4.200, 3.586, 2.537], [-2.008, 2.588, 1.895], [-1.770, 4.443, 4.196], [-0.630, 4.226, 2.826], [-2.261, 4.934, 2.538], [-0.454, 1.914, 3.545], [-1.766, 2.010, 4.753], [-2.795, -0.093, 5.174], [-3.641, -2.313, 4.442], [-3.334, -3.045, 2.045], [-2.217, -1.521, 0.451]], "forces_ev_per_angstrom": [[0.8, -0.6, 0.4], [-0.5, 0.8, -1.0], [0.6, -0.2, 0.4], [0.2, 0.0, 0.0], [-0.2, 0.0, 0.4], [-1.0, 0.5, -0.2], [-0.5, -1.7, 1.7], [1.0, -1.2, 0.3], [-1.6, 2.0, -2.1], [0.4, 0.3, -0.6], [1.0, 0.3, -0.2], [-0.4, 0.3, -0.1], [0.8, -0.3, -0.1], [1.5, 0.0, 0.1], [0.4, 0.0, -0.5], [-0.4, 0.0, 0.5], [-1.8, -0.7, 1.3], [0.4, 0.2, 0.1], [0.4, 0.4, 0.0], [0.1, 0.0, -0.1], [-0.1, -0.1, 0.0], [0.1, 0.2, -0.4], [-0.4, 0.0, 0.2], [-0.3, 0.3, 0.3], [-0.2, 0.1, -0.3], [0.4, 0.0, 0.1], [0.3, -0.2, -0.4], [-0.9, -1.6, -0.4], [-0.6, -0.2, 0.0], [-0.2, 0.0, -0.2], [0.0, -0.4, 0.0], [-0.5, 0.7, 0.6], [0.1, 0.3, -0.2], [0.1, -0.2, -0.1], [0.3, 0.3, 0.3], [0.5, -0.6, 0.4], [0.0, 0.0, -0.2], [0.1, 0.2, 0.0], [0.1, 0.0, -0.3], [-0.1, 0.0, 0.1], [0.0, 0.0, 0.2], [-0.1, -0.1, 0.1], [0.1, -0.6, 0.3], [-0.2, 0.1, 0.0], [-0.1, -0.2, 0.1], [0.0, 0.3, 0.0], [0.0, -0.1, 0.0], [0.0, -0.2, 0.2], [0.1, 0.0, -0.1], [-0.1, 0.6, 0.1], [0.1, 0.3, 0.2], [0.1, 0.0, -0.2], [0.3, -0.1, 0.0], [-0.1, 0.0, -0.2], [-0.1, 0.0, 0.2], [0.2, -0.1, 0.0], [-0.1, 0.5, -0.2], [0.1, -0.1, 0.0], [-0.1, -0.2, -0.2], [0.3, 0.1, 0.2], [-0.3, 0.0, -0.1], [0.2, 0.3, 0.1], [0.0, -0.1, 0.3], [0.3, 0.1, -0.1], [0.1, -0.1, 0.4], [-0.2, -0.2, 0.1], [-0.1, 0.4, -0.1], [-0.1, 0.4, 0.0], [-0.3, -0.2, -0.1], [0.3, -0.1, 0.0], [-0.2, 0.2, -0.2], [0.1, -0.2, -0.2], [0.1, 0.2, 0.1], [-0.1, 0.2, -0.4], [0.0, 0.0, 0.3], [0.2, -0.1, -0.5], [0.1, 0.0, 0.1], [0.3, 0.5, 0.0], [0.0, -0.1, 0.1], [0.1, 0.1, -0.5], [0.0, 0.0, -0.2], [0.2, 0.4, 0.1], [0.2, -0.3, 0.2], [-0.4, 0.3, 0.5], [0.0, 0.0, -0.3], [-0.4, 0.0, 0.1], [0.2, -0.2, 0.2], [-0.2, 0.0, 0.0], [0.1, -0.3, -0.2], [0.0, -0.2, -0.2], [0.1, 0.1, -0.2], [0.0, 0.2, 0.2], [0.0, 0.1, 0.3]], "lowdin_charge": [0.0157, -0.1628, -0.0522, -0.2771, -0.0461, -0.1657, -0.2972, 1.4459, 0.9645, -0.4632, -0.2615, -0.1014, -0.1603, -0.4711, -0.1467, -0.0035, 0.9921, 0.0223, 0.0757, 0.0911, 0.0872, 0.1028, 0.1042, 0.1102, 0.1326, 0.1000, 0.1118, 0.9956, -0.6119, -0.1333, 0.0085, 0.0532, 0.0788, 0.0805, 0.0910, -0.4593, -0.1428, 0.0810, 0.0245, 0.0794, 0.0790, 0.0660, -0.4343, -0.1567, 0.0579, 0.0214, 0.0690, 0.0734, 0.0732, -0.3679, -0.1067, 0.0648, 0.0692, 0.0881, 0.0727, 0.0820, -0.3206, -0.0992, 0.0959, 0.0987, 0.0835, 0.0702, 0.0929, -0.2984, -0.1150, 0.1067, 0.1129, 0.0877, 0.0897, 0.0537, 0.0294, -0.2308, 0.0165, -0.0887, -0.2658, -0.0102, -0.0322, -0.0299, -0.0991, -0.4365, 0.1211, 0.1112, 0.1161, 0.0359, 0.1208, 0.0942, 0.1149, 0.1284, 0.1461, 0.1303, 0.1249, 0.1234, 0.0780], "homo_ev": [-9.3, -9.5], "total_charge": 2, "de_lowest_kcal_mol": 0.0}

=====

No. 2
{"formula": "C3H8N2O", "method": "ωB97M-V/def2-TZVPD", "elements": ["C", "N", "C", "C", "O", "N", "H", "H", "H", "H", "H", "H", "H", "H"], "positions_angstrom": [[-1.039, -0.931, 0.543], [-0.076, 0.135, 0.272], [-0.666, 1.278, -0.421], [1.163, -0.405, -0.484], [1.111, -0.875, -1.599], [2.036, -0.146, 0.475], [-0.537, -1.724, 1.102], [-1.871, -0.540, 1.136], [-1.413, -1.345, -0.401], [-1.014, 0.972, -1.415], [-1.502, 1.678, 0.162], [0.097, 2.052, -0.536], [3.014, -0.378, 0.339], [0.942, 0.301, 1.062]], "forces_ev_per_angstrom": [[0.0, -0.1, 0.0], [0.0, 0.0, -0.1], [0.0, 0.1, -0.1], [-0.1, 0.0, -0.1], [0.0, 0.2, 0.4], [0.2, -0.1, -0.1], [-0.1, 0.1, -0.1], [0.1, -0.1, -0.1], [0.0, 0.1, 0.1], [0.0, 0.1, 0.1], [0.1, -0.1, -0.1], [-0.1, -0.1, 0.0], [-0.2, 0.0, 0.0], [0.0, -0.1, -0.1]], "lowdin_charge": [-0.0551, -0.2466, -0.0548, -0.6169, 0.0584, 0.0926, 0.0975, 0.0896, 0.0973, 0.0973, 0.0896, 0.0976, 0.0806, 0.1730], "homo_ev": -9.5, "total_charge": 0, "de_lowest_kcal_mol": 51.6}

=====

No. 3
{"formula": "C25H48N2O21P", "method": "ωB97M-V/def2-TZVPD", "elements": ["C", "C", "C", "C", "N", "N", "C", "C", "C", "P", "O", "O", "O", "H", "H", "H", "H", "H", "H", "H", "H", "H", "H", "H", "H", "C", "O", "C", "O", "O", "C", "H", "H", "H", "H", "H", "H", "C", "O", "C", "O", "O", "C", "H", "H", "H", "H", "H", "H", "C", "O", "C", "O", "O", "C", "H", "H", "H", "H", "H", "H", "C", "O", "C", "O", "O", "C", "H", "H", "H", "H", "H", "H", "C", "O", "C", "O", "O", "C", "H", "H", "H", "H", "H", "H", "C", "O", "C", "O", "O", "C", "H", "H", "H", "H", "H", "H"], "positions_angstrom": [[0.615, 2.072, 3.748], [2.137, 2.339, 3.131], [2.894, 0.952, 2.721], [4.307, 0.426, 3.274], [4.939, -0.820, 2.847], [4.534, -1.782, 1.998], [3.247, -1.398, 1.424], [2.328, -0.113, 1.635], [0.927, 0.075, 0.799], [1.419, 0.913, -0.889], [3.025, 1.055, -0.889], [0.798, 2.530, -1.060], [1.027, -0.080, -2.279], [-0.224, 2.636, 3.115], [0.350, 0.927, 3.740], [0.555, 2.427, 4.869], [2.754, 2.808, 4.038], [2.101, 3.149, 2.256], [4.858, 1.105, 4.078], [5.896, -1.024, 3.274], [2.811, -2.202, 0.653], [0.371, -0.928, 0.538], [0.159, 0.820, 1.290], [1.353, 3.164, -0.510], [1.745, -0.783, -2.368], [-3.107, -0.482, -7.426], [-2.270, 0.616, -7.069], [-2.074, 0.759, -5.734], [-2.543, 0.046, -4.861], [-1.266, 1.832, -5.539], [-0.972, 2.104, -4.171], [-3.194, -0.500, -8.516], [-2.663, -1.428, -7.100], [-4.109, -0.357, -7.003], [-0.443, 1.261, -3.714], [-1.889, 2.332, -3.617], [-0.320, 2.981, -4.133], [-7.600, 0.475, -11.115], [-7.168, 1.832, -11.037], [-6.156, 2.046, -10.160], [-5.615, 1.198, -9.467], [-5.847, 3.367, -10.187], [-4.790, 3.741, -9.307], [-8.412, 0.420, -11.845], [-6.785, -0.171, -11.457], [-7.984, 0.136, -10.147], [-3.862, 3.227, -9.577], [-5.061, 3.533, -8.267], [-4.628, 4.818, -9.411], [1.750, -7.459, -2.024], [2.182, -6.102, -1.946], [3.195, -5.888, -1.069], [3.735, -6.736, -0.376], [3.503, -4.567, -1.096], [4.561, -4.192, -0.215], [0.938, -7.514, -2.754], [2.565, -8.105, -2.366], [1.366, -7.798, -1.056], [5.488, -4.707, -0.485], [4.289, -4.401, 0.824], [4.722, -3.116, -0.320], [-3.607, -1.718, 5.242], [-2.769, -0.620, 5.599], [-2.574, -0.478, 6.934], [-3.043, -1.190, 7.808], [-1.766, 0.595, 7.129], [-1.472, 0.867, 8.498], [-3.694, -1.737, 4.152], [-3.162, -2.664, 5.568], [-4.608, -1.593, 5.666], [-0.942, 0.025, 8.954], [-2.388, 1.096, 9.051], [-0.820, 1.744, 8.535], [-2.377, -1.584, -2.313], [-3.451, -2.066, -1.507], [-3.951, -1.151, -0.639], [-3.564, -0.001, -0.507], [-4.957, -1.738, 0.057], [-5.582, -0.886, 1.016], [-2.055, -2.398, -2.969], [-2.708, -0.749, -2.938], [-1.528, -1.290, -1.688], [-6.041, -0.023, 0.524], [-4.861, -0.564, 1.774], [-6.371, -1.458, 1.513], [7.185, 3.057, 4.911], [6.343, 3.002, 6.061], [6.994, 3.177, 7.238], [8.192, 3.369, 7.374], [6.081, 3.102, 8.239], [6.627, 3.269, 9.546], [6.561, 2.905, 4.027], [7.664, 4.039, 4.830], [7.936, 2.261, 4.944], [7.083, 4.259, 9.650], [7.355, 2.481, 9.764], [5.809, 3.190, 10.267]], "forces_ev_per_angstrom": [[-0.5, -0.3, -0.2], [0.4, 0.0, 1.3], [1.4, -4.0, -2.2], [-2.1, 0.1, -1.4], [-0.4, 2.7, 1.5], [-5.1, 4.1, -0.8], [-0.3, 0.1, -0.1], [2.9, 0.3, 2.3], [-0.3, 0.2, -0.1], [6.6, 1.3, -2.1], [-5.7, -0.8, 0.6], [0.6, -2.9, 0.9], [0.4, 1.4, 3.0], [2.0, -1.2, 1.4], [0.5, 2.2, 0.0], [0.2, -0.7, -2.4], [-1.1, -1.0, -2.2], [0.3, -2.1, 1.8], [-1.0, -1.9, -1.9], [-1.8, 0.4, -0.7], [1.2, 1.9, 1.9], [1.3, 1.9, 0.7], [1.7, -1.6, -0.6], [-0.6, -1.4, -1.0], [-0.9, 1.5, 0.4], [-0.4, -0.5, -0.3], [0.4, 0.4, 1.3], [-0.1, -0.1, -0.2], [0.7, 1.0, -1.2], [-0.6, -0.9, -0.3], [0.1, 0.1, 0.5], [0.1, 0.3, 0.3], [-0.1, 0.2, 0.1], [0.2, -0.1, 0.0], [-0.2, 0.1, -0.1], [0.1, -0.2, -0.1], [-0.1, -0.2, -0.3], [-0.2, -0.5, -0.1], [0.9, 0.4, 0.7], [0.1, -0.2, 0.1], [-0.7, 1.1, -0.9], [-0.4, -1.1, -0.1], [0.4, 0.2, 0.3], [0.2, 0.3, 0.1], [-0.1, 0.1, 0.2], [0.2, 0.0, -0.1], [-0.2, 0.0, 0.2], [0.1, -0.1, -0.2], [-0.3, -0.2, -0.2], [-0.2, -0.7, -0.1], [0.9, 0.6, 0.8], [0.0, -0.9, 0.2], [-0.8, 1.5, -1.0], [-0.3, -0.6, 0.0], [0.4, 0.0, 0.2], [0.2, 0.3, 0.1], [-0.1, 0.1, 0.2], [0.2, 0.0, -0.1], [-0.2, 0.0, 0.2], [0.1, -0.2, -0.2], [-0.2, -0.2, -0.3], [-0.4, -0.5, -0.1], [0.4, 0.3, 0.9], [-0.3, -0.4, 0.6], [0.8, 1.1, -1.4], [-0.5, -0.7, -0.5], [0.1, 0.1, 0.6], [0.2, 0.2, 0.2], [-0.2, 0.2, 0.1], [0.3, -0.1, 0.1], [-0.3, 0.1, 0.0], [0.2, -0.2, -0.1], [-0.2, -0.2, -0.3], [0.3, 0.3, -0.5], [-0.6, 0.6, 1.1], [0.1, 0.1, -0.2], [-0.4, -1.5, 0.0], [0.9, 0.3, -0.6], [-0.3, 0.3, 0.3], [-0.3, 0.0, 0.2], [0.2, -0.2, 0.3], [-0.1, 0.1, 0.0], [0.2, -0.1, 0.1], [-0.1, 0.1, -0.2], [0.2, -0.1, -0.3], [0.4, 0.1, -0.3], [0.1, 0.0, 0.6], [0.8, 0.2, 0.7], [-2.0, -0.3, -0.4], [0.6, 0.0, -1.2], [0.2, 0.1, 0.7], [-0.1, 0.1, 0.3], [0.0, -0.3, 0.1], [0.0, 0.3, 0.1], [0.0, -0.3, -0.1], [0.0, 0.3, -0.1], [0.0, 0.0, -0.4]], "lowdin_charge": [-0.1172, -0.1769, -0.0265, 0.0986, -0.0266, 0.0910, 0.0213, -0.0633, -0.1592, 0.7644, -0.4008, -0.2023, -0.2106, 0.1008, 0.0824, 0.0939, 0.1270, 0.1353, 0.1478, 0.1943, 0.1424, 0.1206, 0.1049, 0.0968, 0.1086, -0.0459, -0.0023, -0.5385, 0.0891, 0.0005, -0.0496, 0.0953, 0.0968, 0.1009, 0.0671, 0.1047, 0.0969, -0.0512, -0.0066, -0.5566, 0.0971, -0.0070, -0.0501, 0.0958, 0.0982, 0.0981, 0.0985, 0.0975, 0.0950, -0.0454, -0.0119, -0.5581, 0.1184, -0.0231, -0.0755, 0.0974, 0.1026, 0.1007, 0.1076, 0.0910, 0.0699, -0.0474, -0.0213, -0.5615, 0.1185, -0.0242, -0.0503, 0.0845, 0.1012, 0.1034, 0.1001, 0.1026, 0.0922, -0.0476, -0.0033, -0.5595, 0.0971, -0.0077, -0.0500, 0.1033, 0.0708, 0.0705, 0.1015, 0.0869, 0.0971, -0.0576, -0.0324, -0.5592, 0.1222, -0.0140, -0.0449, 0.0757, 0.1067, 0.1012, 0.1029, 0.1017, 0.0970], "homo_ev": -12.1, "total_charge": 1, "de_lowest_kcal_mol": 193.4}